Here is a cluster of 2 separate species, C14H15F7N2O2P in total in a non-equilibrium geometry from OMol25. Energies are from ωB97M-V/def2-TZVPD.

**Gap between HOMO and LUMO**: 0.329 Eh
**HOMO**: -0.2753 Ha
**Total charge**: -1
**Total energy**: -50152.1372 eV
**LUMO**: 1.4 eV

Each line ends with the Löwdin charge.
Cartesian coordinates (Å):
C 4.003 0.105 -0.581  -0.04
C 3.133 0.981 -1.554  -0.39
N 3.759 1.853 -2.237  0.12
C 1.571 0.772 -1.623  -0.06
C 1.036 0.865 -0.150  -0.08
C 0.604 -0.325 0.612  -0.12
C 0.665 -1.681 -0.136  -0.15
C 0.075 -2.905 0.642  -0.17
C -1.423 -2.746 1.087  -0.22
F -2.081 -1.696 0.468  -0.05
C 0.168 -0.130 1.972  0.01
C 0.111 1.199 2.568  0.01
C 0.492 2.349 1.810  -0.07
C 0.979 2.171 0.441  -0.02
C 1.354 3.574 -0.113  -0.36
O 2.013 3.892 -1.045  0.14
N 0.713 4.468 0.846  0.11
C 0.506 3.859 2.157  -0.38
O 0.385 4.429 3.188  0.14
H 4.929 -0.270 -1.068  0.08
H 4.216 0.767 0.297  0.09
H 3.430 -0.770 -0.189  0.05
H 3.065 2.360 -2.800  0.04
H 1.307 -0.190 -2.115  0.11
H 1.127 1.624 -2.196  0.12
H 0.199 -1.584 -1.147  0.12
H 1.753 -1.904 -0.325  0.11
H 0.099 -3.771 -0.077  0.11
H 0.736 -3.229 1.490  0.11
H -1.431 -2.604 2.203  0.10
H -1.985 -3.701 0.914  0.13
H -0.142 -1.020 2.557  0.10
H -0.254 1.349 3.606  0.12
H -0.234 4.658 0.493  0.15
F -4.354 -1.104 -2.752  -0.21
P -4.982 -1.822 -1.425  0.29
F -3.467 -2.422 -1.512  -0.21
F -5.466 -3.373 -1.257  -0.21
F -6.381 -1.880 -2.264  -0.21
F -5.446 -0.323 -0.975  -0.21
F -4.780 -1.826 0.194  -0.21